A structure of composition C7H14O2 in a non-equilibrium geometry. Source: the OMol25 dataset; level of theory: ωB97M-V with the def2-TZVPD basis set.

Cartesian coordinates (Å):
C  0.6166  -0.1778  1.3262
C  -2.5327  -0.7252  -2.3868
C  2.1255  -0.0087  1.3426
C  -0.1274  0.9235  2.0494
C  0.9046  1.0449  -1.3597
C  0.2099  0.0465  -0.5421
C  -0.7089  -0.8153  -0.5118
O  -1.1789  -0.9465  -2.1657
O  0.2523  -1.3890  1.9254
H  0.7868  -2.1002  1.5524
H  -1.3669  -1.4189  0.0804
H  -2.8286  0.3362  -2.2883
H  -2.8077  -1.0370  -3.4034
H  -3.1573  -1.2982  -1.6775
H  2.6120  -0.7782  0.7409
H  2.4176  0.9672  0.9636
H  2.4924  -0.1041  2.3687
H  -1.1981  0.7315  2.0247
H  0.1909  0.9672  3.0942
H  0.0761  1.8907  1.5953
H  1.9185  0.7224  -1.5984
H  0.3413  1.1638  -2.2852
H  0.9620  2.0051  -0.8450

The energy relative to the best compared isomer or geometry (same formula, charge and spin) is 4.1242 eV. The calculated total energy comes out at -11577.18437 eV. As for the frontier orbital gap: 9.36 eV.


A cluster of 2 separate species, CCl2F3N in total in a non-equilibrium geometry. Source: the OMol25 dataset; level of theory: ωB97M-V with the def2-TZVPD basis set.

Cartesian coordinates (Å):
C  1.0281  0.3997  0.6169
N  -1.0833  -0.4378  -1.1349
F  0.5066  1.5774  0.2340
F  -1.3846  -1.6555  -0.7591
F  -2.1743  0.3508  -0.8242
Cl  2.4821  -0.0881  -0.2079
Cl  0.6254  -0.1466  2.0752

The energy relative to the best compared isomer or geometry (same formula, charge and spin) is 2.2949 eV. The calculated total energy comes out at -35717.83212 eV. As for the frontier orbital gap (spin up / spin down): 10.94 / 7.50 eV.


An isolated molecule of C6H8OS2 in a non-equilibrium geometry. Source: the OMol25 dataset; level of theory: ωB97M-V with the def2-TZVPD basis set.

Cartesian coordinates (Å):
C  3.6151  -0.4796  -0.2899
S  2.0987  0.4549  -0.4731
S  1.0042  -0.2185  1.0847
C  -0.6761  -0.3633  0.4276
C  -1.3815  -1.6337  0.0708
C  -2.4659  -1.2628  -0.3674
O  -2.6038  0.0840  -0.3950
C  -1.5090  0.6231  0.0832
C  -1.4398  2.1382  0.1992
H  4.2385  -0.2419  -1.2009
H  4.0899  -0.5140  0.5641
H  3.2758  -1.4638  -0.2442
H  -0.8581  -2.5379  0.2440
H  -3.2829  -1.9194  -0.4711
H  -2.3428  2.3809  0.8847
H  -0.2687  2.5633  0.6373
H  -1.4937  2.3905  -0.7540

The energy relative to the best compared isomer or geometry (same formula, charge and spin) is 1.4715 eV. The calculated total energy comes out at -30066.46605 eV. As for the frontier orbital gap: 8.76 eV.


A cluster of 2 separate species, C6H14N2O2 in total in a non-equilibrium geometry. Source: the OMol25 dataset; level of theory: ωB97M-V with the def2-TZVPD basis set.

Cartesian coordinates (Å):
C  -2.0232  -0.8354  -5.6711
N  -0.5942  -0.7757  -5.3124
C  -0.0390  -1.2751  -4.1977
C  1.4009  -1.2434  -4.0150
O  -0.7205  -1.9147  -3.3696
H  -2.4327  0.1834  -5.7760
H  -2.5225  -1.3294  -4.8207
H  -2.2502  -1.4021  -6.5898
H  0.0815  -0.4366  -6.0015
H  1.7985  -1.2828  -2.9869
H  1.7692  -0.3236  -4.4996
H  1.7844  -2.1134  -4.5741
C  0.8600  2.2361  6.2627
N  0.2605  1.5778  5.0605
C  0.5309  0.3894  4.5846
C  -0.2834  -0.0684  3.3643
O  1.3098  -0.4442  5.0461
H  0.3011  3.1735  6.4226
H  1.8841  2.4878  5.9396
H  0.9169  1.6926  7.2208
H  -0.4901  2.1719  4.6998
H  -0.0949  -1.1002  3.0229
H  -0.1073  0.6192  2.5201
H  -1.3400  0.0134  3.6702

The energy relative to the best compared isomer or geometry (same formula, charge and spin) is 1.3542 eV. The calculated total energy comes out at -13524.27009 eV. As for the frontier orbital gap: 10.07 eV.